Entry 1:
{"formula": "C14H24F3N5O19", "method": "wB97M-V/def2-TZVPD", "total_energy_ev": -69398.2594, "de_lowest_ev": 0.281, "smiles": "O=C1OC[C@@H](F)O1.O=C1OC[C@@H](F)O1.O=C1OC[C@@H](F)O1.C[N+](=O)[O-].C[N+](=O)[O-].C[N+](=O)[O-].C[N+](=O)[O-].C[N+](=O)[O-]", "orbital_gap_ev": 9.75, "e_lumo_ev": -0.92, "multiplicity": 1, "species": ["C", "N", "O", "O", "H", "H", "H", "C", "N", "O", "O", "H", "H", "H", "C", "N", "O", "O", "H", "H", "H", "C", "N", "O", "O", "H", "H", "H", "C", "N", "O", "O", "H", "H", "H", "C", "C", "O", "C", "O", "O", "F", "H", "H", "H", "C", "C", "O", "C", "O", "O", "F", "H", "H", "H", "C", "C", "O", "C", "O", "O", "F", "H", "H", "H"], "positions_angstrom": [[-2.087542, 1.640388, 1.505714], [-3.280722, 0.816062, 1.949732], [-3.470696, 0.717093, 3.127060], [-3.889649, 0.238517, 1.077793], [-2.184882, 2.422678, 2.256287], [-2.315216, 2.045719, 0.528123], [-1.168652, 1.071682, 1.572316], [3.388493, 2.320926, -1.801936], [3.765459, 3.273462, -0.752512], [3.696492, 2.877800, 0.396550], [4.061750, 4.397669, -1.085303], [3.630202, 1.303696, -1.503066], [3.961378, 2.477779, -2.711396], [2.316035, 2.456382, -1.919611], [2.065567, -3.253912, 2.005516], [2.480307, -3.104990, 3.417061], [3.281943, -3.887598, 3.833855], [1.962312, -2.210866, 4.047648], [1.798630, -4.299947, 1.876556], [2.951348, -3.019906, 1.423841], [1.228921, -2.600554, 1.803807], [-0.099575, 0.293507, -1.176638], [0.575413, -0.730361, -0.359645], [1.766247, -0.644624, -0.162325], [-0.164551, -1.575690, 0.128429], [0.494402, 1.201577, -1.188170], [-0.998780, 0.516568, -0.603988], [-0.454376, -0.120077, -2.114852], [-1.989119, -1.984078, 3.248850], [-1.656498, -3.028556, 4.231955], [-1.293734, -2.701395, 5.330602], [-1.834457, -4.170412, 3.846942], [-1.239681, -2.041606, 2.454358], [-1.856168, -0.998286, 3.676816], [-2.953595, -2.204902, 2.807740], [-4.805008, -2.197717, -2.309972], [-3.942504, -0.969726, -2.108270], [-4.423593, -0.078347, -3.072133], [-5.094405, -0.794216, -4.037180], [-5.548571, -0.308308, -5.006426], [-5.053846, -2.107082, -3.719715], [-2.623799, -1.249855, -2.395329], [-5.750315, -2.055643, -1.784996], [-4.324861, -3.131842, -2.045566], [-3.985548, -0.550070, -1.106067], [-2.447720, 5.360550, -0.035313], [-1.806422, 6.229256, -1.110706], [-0.704248, 5.460841, -1.514852], [-0.362535, 4.625847, -0.508787], [0.646953, 4.014645, -0.436361], [-1.330753, 4.569288, 0.422570], [-1.310575, 7.383289, -0.544028], [-3.227994, 4.708857, -0.426510], [-2.816564, 5.936489, 0.808123], [-2.480319, 6.502791, -1.920842], [4.798945, -1.972813, -1.046168], [5.099281, -3.303396, -1.675726], [5.685619, -4.065688, -0.641923], [5.383937, -3.457570, 0.555097], [5.458960, -3.992644, 1.602529], [5.022363, -2.193060, 0.345030], [5.822647, -3.160927, -2.824897], [3.821545, -1.593116, -1.318359], [5.641894, -1.322931, -1.299745], [4.170432, -3.780648, -2.011587]], "forces_ev_per_a": [[-1.57, 0.88, 1.02], [1.56, -0.54, -1.03], [-0.43, 0.16, 0.69], [-0.69, -0.28, -0.37], [0.97, 0.26, -0.20], [0.17, -0.21, -0.13], [-0.07, -0.13, 0.14], [0.15, -0.87, -0.58], [0.15, 0.09, 0.80], [0.05, 0.02, -0.23], [0.08, 0.10, -0.18], [-0.28, 0.12, 0.52], [-0.26, 0.65, -0.02], [0.08, -0.03, -0.27], [0.04, -0.39, -0.11], [-0.67, 0.20, -0.35], [0.70, -0.60, 0.46], [-0.19, 0.52, 0.40], [0.04, 0.01, -0.07], [-0.15, 0.10, -0.13], [0.13, 0.08, -0.03], [-0.83, 0.70, 0.61], [-0.45, -0.32, 0.42], [0.06, -0.14, -0.24], [0.47, 0.11, -0.20], [0.27, -0.22, -0.46], [-0.03, -0.05, -0.18], [0.48, -0.03, -0.15], [0.95, 0.55, -0.82], [-0.63, -0.33, -0.22], [0.25, 0.11, 0.32], [0.22, -0.11, 0.10], [-0.07, -0.33, 0.02], [-0.47, -0.12, 0.40], [-0.15, 0.13, 0.25], [0.08, 0.56, -0.31], [-0.11, -0.16, 0.34], [-0.12, -0.05, 0.41], [0.85, -0.23, 0.07], [-0.32, 0.08, -0.36], [-0.57, -0.14, 0.04], [0.13, 0.00, -0.02], [0.02, -0.22, 0.14], [0.04, -0.04, -0.15], [0.02, 0.22, -0.13], [0.39, 0.02, 0.34], [-0.05, 0.10, 0.70], [-0.35, 0.31, -0.45], [0.13, -0.17, 0.47], [0.37, -0.38, -0.34], [-0.61, 0.22, -0.25], [-0.27, -0.19, -0.19], [0.03, -0.01, -0.08], [-0.04, 0.10, -0.08], [0.39, -0.11, -0.22], [2.03, 0.54, 0.10], [-1.61, -0.62, -0.40], [-0.09, 0.21, -0.79], [0.60, -0.58, -0.13], [0.14, -0.03, 0.15], [-1.31, 0.40, 0.27], [0.71, -0.18, 0.68], [-0.06, 0.19, 0.46], [-0.56, 0.43, -0.58], [0.23, -0.36, 0.17]]}

=====

Entry 2:
{"formula": "C4H9IN2O2P", "method": "wB97M-V/def2-TZVPD", "total_energy_ev": -28749.7995, "de_lowest_ev": 0.418, "smiles": "C[C@@]1(I)C(=O)O[C@H]([NH3+])N1P", "orbital_gap_ev": 9.24, "charge": 1, "e_lumo_ev": -3.79, "multiplicity": 1, "species": ["C", "C", "C", "C", "N", "N", "O", "O", "P", "I", "H", "H", "H", "H", "H", "H", "H", "H", "H"], "positions_angstrom": [[0.752022, -1.750184, 0.249015], [-0.793043, -0.704804, -0.927643], [0.653704, 0.018099, 0.792017], [0.613768, 0.227034, 2.199815], [-0.536429, 0.298361, 0.104204], [-0.213653, -0.341198, -2.349410], [1.542720, -2.452500, 0.741090], [-0.278929, -1.909639, -0.585230], [-1.545532, 1.770845, 0.051195], [2.318232, 0.924780, -0.130954], [-1.855810, -0.859268, -1.080699], [1.042568, 1.235839, 2.468809], [1.112394, -0.567911, 2.631608], [-0.439390, 0.163518, 2.430149], [-0.646222, -1.002562, -3.080852], [0.722390, -0.337769, -2.520505], [-0.454204, 0.662691, -2.595091], [-0.352456, 2.672927, 0.097447], [-1.642139, 1.951745, 1.505029]], "forces_ev_per_a": [[1.11, 4.46, 3.54], [-0.64, 1.78, 1.28], [-0.17, -3.32, -3.99], [-0.61, 2.36, 1.13], [-1.84, -0.67, -2.38], [-4.72, 0.60, -1.57], [-0.26, -1.26, -0.82], [0.57, -1.31, -0.62], [2.22, 0.44, 1.60], [1.01, 0.41, -0.58], [-0.11, 0.42, -0.38], [-0.52, -1.21, 0.09], [1.31, -1.34, 1.50], [-0.26, 0.08, 0.80], [0.60, 1.27, 1.23], [4.04, -0.52, 0.25], [-0.29, -1.33, 0.33], [-1.20, -0.59, -0.40], [-0.25, -0.29, -1.03]]}

=====

Entry 3:
{"formula": "C12H19BBr30NO2P", "method": "wB97M-V/def2-TZVPD", "total_energy_ev": -2129575.1688, "de_lowest_ev": 0.000, "orbital_gap_ev": 8.92, "e_lumo_ev": -0.37, "multiplicity": 1, "species": ["N", "C", "C", "B", "O", "P", "O", "H", "H", "H", "H", "H", "H", "H", "H", "H", "C", "Br", "Br", "Br", "H", "C", "Br", "Br", "Br", "H", "C", "Br", "Br", "Br", "H", "C", "Br", "Br", "Br", "H", "C", "Br", "Br", "Br", "H", "C", "Br", "Br", "Br", "H", "C", "Br", "Br", "Br", "H", "C", "Br", "Br", "Br", "H", "C", "Br", "Br", "Br", "H", "C", "Br", "Br", "Br", "H"], "positions_angstrom": [[2.504548, 2.225851, 4.047754], [2.512878, 0.777081, 3.853064], [1.105929, 0.235475, 3.532155], [0.087844, 0.707264, 4.632866], [-0.287525, -0.041402, 5.703751], [-0.743306, 2.488319, 4.533650], [-0.817134, 3.279782, 5.805125], [2.276293, 2.476329, 5.001062], [3.400936, 2.626781, 3.822813], [2.957774, 0.227833, 4.695696], [3.167742, 0.574700, 2.998708], [0.791941, 0.600522, 2.549280], [1.139922, -0.861191, 3.499012], [-0.195404, -0.986628, 5.558230], [-2.026737, 2.231317, 3.987964], [-0.079567, 3.136176, 3.477661], [-1.823393, -1.238839, -0.123298], [-0.490451, -1.342470, -1.497187], [-2.114284, -2.946864, 0.688341], [-1.350552, 0.055151, 1.220355], [-2.746110, -0.914045, -0.583414], [1.213681, 0.462190, -4.299371], [2.645534, -0.499998, -3.448676], [1.345438, 2.352085, -4.023614], [1.040286, 0.023627, -6.161154], [0.300615, 0.138743, -3.823559], [2.582095, -2.975024, -0.628139], [4.238215, -3.297308, -1.552109], [1.746626, -4.608378, -0.063303], [2.800522, -1.752306, 0.834092], [1.910884, -2.502925, -1.329760], [5.341712, 0.755916, 6.955164], [6.725521, 0.609584, 8.275320], [3.924013, 1.909053, 7.542100], [6.047781, 1.307717, 5.253419], [4.920250, -0.229598, 6.819951], [6.491321, -4.686739, -4.696210], [7.231244, -3.958360, -3.076390], [5.078803, -3.581672, -5.380848], [7.854829, -4.989381, -6.012026], [6.062660, -5.646612, -4.447760], [-3.692419, 0.200687, -3.750540], [-2.214199, 0.060590, -4.966769], [-4.178217, -1.519212, -3.025132], [-3.337119, 1.472482, -2.350770], [-4.541269, 0.566571, -4.310154], [-2.670783, 6.329166, 6.097965], [-1.863397, 7.453286, 7.428293], [-4.550025, 6.693888, 5.915701], [-1.759725, 6.456567, 4.419887], [-2.563427, 5.304423, 6.429198], [-2.172687, 0.283915, -9.479100], [-1.680956, -1.561247, -9.268791], [-3.834363, 0.676536, -8.602764], [-0.764809, 1.447252, -8.885212], [-2.320100, 0.463221, -10.533950], [-8.129127, 0.702978, -9.654054], [-7.191400, -0.406095, -10.909285], [-8.194243, -0.107353, -7.913072], [-7.378718, 2.468017, -9.574083], [-9.146168, 0.798701, -10.004592], [-0.977474, -4.099263, 5.747667], [-1.477723, -2.938989, 4.294772], [0.909615, -4.446674, 5.731903], [-1.560631, -3.401336, 7.434839], [-1.484011, -5.039868, 5.587330]], "forces_ev_per_a": [[-0.26, -0.17, -0.15], [0.29, 0.05, -0.31], [-0.14, -0.05, 0.31], [-0.08, -0.20, 0.15], [-0.37, 0.61, -0.42], [0.08, 0.23, 0.88], [0.02, -0.05, -0.18], [0.10, 0.08, 0.09], [0.12, 0.07, 0.11], [-0.17, 0.02, 0.05], [-0.07, -0.02, 0.06], [0.33, 0.00, 0.13], [0.01, 0.05, -0.12], [0.39, -0.26, 0.13], [0.07, -0.09, -0.26], [-0.13, 0.00, -0.18], [-0.02, 0.05, 0.19], [-0.01, 0.08, -0.13], [-0.11, -0.17, -0.08], [-0.20, 0.05, -0.21], [0.00, -0.01, -0.03], [-0.05, -0.07, 0.08], [0.10, -0.06, -0.03], [0.03, 0.08, 0.01], [0.14, -0.06, 0.04], [-0.07, 0.02, 0.03], [0.02, -0.03, -0.07], [-0.06, 0.02, 0.11], [-0.02, -0.05, 0.02], [-0.01, 0.07, 0.08], [0.03, -0.01, -0.01], [-0.04, -0.04, -0.03], [0.05, -0.01, 0.04], [-0.07, 0.03, 0.02], [0.03, 0.01, -0.05], [0.00, -0.01, 0.00], [-0.03, -0.01, 0.00], [0.10, 0.00, -0.01], [-0.04, 0.04, -0.02], [0.05, -0.02, -0.04], [-0.01, 0.00, 0.01], [0.01, -0.03, 0.02], [-0.06, -0.01, -0.04], [-0.02, 0.02, -0.03], [0.03, 0.00, 0.03], [-0.02, -0.01, 0.00], [0.05, -0.22, 0.09], [0.02, 0.04, 0.04], [-0.05, 0.01, -0.01], [0.05, 0.07, -0.18], [0.06, -0.02, 0.00], [-0.01, 0.00, -0.02], [0.01, -0.06, 0.02], [-0.10, 0.03, 0.01], [-0.04, 0.10, -0.08], [0.02, -0.01, -0.01], [0.01, -0.01, -0.01], [0.02, -0.04, -0.05], [0.00, -0.03, 0.06], [0.02, 0.07, 0.00], [-0.01, 0.00, 0.01], [-0.06, -0.04, 0.00], [-0.02, -0.05, -0.08], [0.08, 0.00, 0.00], [0.00, 0.04, 0.06], [0.01, -0.01, 0.01]]}

=====

Entry 4:
{"formula": "C13H13NS", "method": "wB97M-V/def2-TZVPD", "total_energy_ev": -26013.7829, "de_lowest_ev": 3.450, "smiles": "C=C1C=CC=C[C@@H]1NSc1ccccc1", "orbital_gap_ev": 8.14, "e_lumo_ev": 0.21, "multiplicity": 1, "species": ["C", "C", "C", "C", "C", "C", "C", "C", "C", "C", "C", "C", "C", "N", "S", "H", "H", "H", "H", "H", "H", "H", "H", "H", "H", "H", "H", "H"], "positions_angstrom": [[2.928830, 1.132977, 2.298814], [-1.856610, -0.983446, -3.498389], [1.971519, 0.251225, 2.632878], [2.460233, 2.165370, 1.397599], [-0.897671, -0.325173, -2.867168], [-2.466895, -1.995285, -2.710743], [0.564563, 0.063048, 2.184408], [1.186786, 2.254402, 0.986282], [-0.452551, -0.519030, -1.539882], [-2.084293, -2.291715, -1.434806], [0.155571, 1.308465, 1.323729], [-1.023999, -1.561714, -0.778552], [-1.007091, 1.440663, 0.734888], [0.681367, -1.076146, 1.307540], [-0.644903, -2.053470, 0.820177], [3.960788, 1.076369, 2.616053], [-2.027137, -0.743596, -4.573258], [2.193174, -0.494872, 3.312524], [3.289055, 2.841743, 1.050983], [-0.398908, 0.473014, -3.505170], [-3.451542, -2.556042, -2.863693], [-0.211615, 0.008135, 2.939565], [0.882798, 3.018239, 0.277691], [0.283516, 0.093284, -1.102875], [-2.459553, -3.167523, -1.013931], [-1.794279, 0.693175, 0.978027], [-1.258855, 2.302636, 0.142883], [1.477703, -1.354733, 0.884426]], "forces_ev_per_a": [[-2.39, -0.61, -0.49], [-2.06, -1.98, -0.80], [0.96, 0.26, 1.34], [1.71, 1.35, -0.78], [3.35, 3.11, 0.16], [-2.54, -0.67, -0.37], [0.27, 2.84, -2.94], [0.98, 0.61, -0.34], [-1.48, -1.74, 0.03], [2.65, 1.73, 0.21], [1.21, -0.53, 0.69], [-0.98, 0.72, -2.69], [-2.22, -0.92, 0.94], [-4.76, -1.19, 1.01], [1.05, 0.49, 1.33], [-0.17, -0.06, 0.17], [-0.40, -0.49, 1.14], [0.89, -1.61, 1.38], [-1.35, -0.31, 0.10], [-0.35, -0.89, 1.20], [1.60, 0.81, -1.14], [0.28, -0.83, 0.42], [0.20, 0.12, 0.07], [0.82, 0.60, 0.22], [-0.92, -1.07, 1.05], [0.39, 0.72, -0.50], [-0.04, 0.03, -0.32], [3.31, -0.47, -1.08]]}